# 1
The following is a DFT calculation (ωB97M-V/def2-TZVPD) of a structure of composition C35H48BrCaGeN8O5S.

Structure (XYZ):
```
100
C35H48BrCaGeN8O5S ωB97M-V/def2-TZVPD
Ca -0.9119 0.2684 -0.4205
O -3.0060 -3.3671 0.0784
C -4.0975 -3.1389 0.8620
C -5.0785 -4.1120 1.0117
C -6.1961 -3.8771 1.8027
C -6.3399 -2.6617 2.4474
C -5.3494 -1.6962 2.2911
C -4.2212 -1.9046 1.5134
C -3.1745 -0.8047 1.3885
O -2.9051 -0.4457 0.1070
N -1.9585 -1.3249 2.0641
N -0.8621 -0.4892 1.8868
C 0.0928 -0.5210 2.7457
C 1.3281 0.1894 2.5801
Br 2.0403 0.3161 0.0946
C 1.8899 0.9928 3.4856
C 1.3343 1.4416 4.7815
C 2.1966 1.9342 5.7655
C 1.7263 2.3576 6.9984
C 0.3664 2.3095 7.2797
C -0.5076 1.8425 6.3064
C -0.0324 1.4197 5.0738
H -2.9958 -4.2927 -0.1897
H -4.9642 -5.0631 0.4998
H -6.9505 -4.6479 1.9065
H -7.2079 -2.4626 3.0632
H -5.4487 -0.7366 2.7887
H -3.5638 0.0615 1.9631
H -2.1075 -1.5841 3.0347
H 0.0074 -1.2137 3.5987
H 2.8837 1.4004 3.2821
H 3.2590 1.9791 5.5483
H 2.4226 2.7286 7.7422
H -0.0076 2.6430 8.2400
H -1.5740 1.8206 6.5003
H -0.7314 1.1035 4.3096
O -1.8248 2.8883 1.3612
C -0.6236 3.5078 1.4462
C -0.2329 3.9654 2.7056
C 0.9918 4.5785 2.8745
C 1.8441 4.7665 1.7890
C 1.4504 4.3224 0.5409
C 0.2259 3.6872 0.3434
C -0.0949 3.1457 -1.0267
O 0.6669 3.3531 -1.9672
O -1.1702 2.4150 -1.1085
H -1.9742 2.6939 0.4084
H -0.8990 3.8005 3.5418
H 1.2909 4.8995 3.8661
H 2.8070 5.2430 1.9251
H 2.0907 4.4396 -0.3243
C 4.1043 -2.3957 0.5036
N 2.7127 -2.7423 0.6983
C 1.9430 -3.3630 -0.2086
N 2.5789 -3.8443 -1.3152
S 0.2969 -3.5630 0.0360
H 4.4917 -1.9975 1.4383
H 4.2354 -1.6257 -0.2644
H 4.6878 -3.2799 0.2402
H 2.1981 -2.2160 1.3952
H 3.4422 -3.4284 -1.6227
H 1.9642 -4.2039 -2.0250
C -2.5487 0.1115 -3.0314
N -1.2673 -0.6058 -2.8137
C -0.4561 -0.4453 -4.0289
N -1.1434 -0.9653 -5.2146
C -2.4208 -0.2545 -5.3598
N -3.2822 -0.4056 -4.1854
C -3.5295 -1.8342 -3.9734
N -2.2858 -2.5901 -3.8020
C -1.5809 -2.0452 -2.6412
C -1.4499 -2.3814 -4.9831
H -2.3324 1.1710 -3.1774
H -3.1624 -0.0059 -2.1338
H 0.4861 -0.9824 -3.9007
H -0.2418 0.6169 -4.1701
H -2.9393 -0.6473 -6.2377
H -2.2173 0.8067 -5.5147
H -4.0703 -2.2311 -4.8365
H -4.1410 -1.9571 -3.0778
H -0.6494 -2.5935 -2.4902
H -2.1972 -2.1606 -1.7469
H -1.9674 -2.7749 -5.8618
H -0.5128 -2.9284 -4.8542
C 3.7241 2.8495 -3.3364
Ge 4.0827 1.1925 -2.3765
C 5.1144 -0.0336 -3.5099
C 5.1397 1.5587 -0.7764
C 2.3993 0.3179 -1.9059
H 4.5948 3.5067 -3.3094
H 2.8702 3.3529 -2.8752
H 3.4787 2.6439 -4.3806
H 6.0863 0.4011 -3.7529
H 4.5836 -0.2339 -4.4428
H 5.2847 -0.9838 -2.9984
H 6.1074 1.9722 -1.0674
H 5.3046 0.6516 -0.1924
H 4.6218 2.2785 -0.1406
H 1.5737 0.8493 -2.3804
H 2.3853 -0.7324 -2.2023
```

Results
* frontier orbital gap: 5.885 eV
* relative energy (zero: lowest compared OMol25 entry of this formula, charge and spin): 0.000 eV
* net charge: -1
* HOMO level: -0.1366 hartree

These are the Löwdin partial charges, in e, on atoms 1 to 8: 1.27, 0.01, -0.25, -0.04, -0.11, -0.11, -0.04, -0.10

# 2
The following is a DFT calculation (ωB97M-V/def2-TZVPD) of a structure of composition C35H48BrClN5O5PW in a non-equilibrium geometry.

Structure (XYZ):
```
97
C35H48BrClN5O5PW ωB97M-V/def2-TZVPD
W 0.8549 0.9373 0.5678
O 1.9301 -0.8909 0.3624
C 2.9758 -0.9335 -0.4481
C 3.1525 -2.0532 -1.2646
C 4.3522 -2.2879 -1.8678
C 5.4170 -1.4237 -1.7332
C 5.3533 -0.3215 -0.8661
C 4.1406 -0.0962 -0.2278
C 3.9995 1.0076 0.7523
N 2.9401 1.4323 1.4432
C 3.3174 2.5730 2.0994
C 4.6627 2.7640 1.9727
N 5.0939 1.7518 1.1069
H 2.3571 -2.7299 -1.4503
H 4.4321 -3.1880 -2.4743
H 6.2939 -1.4685 -2.3111
H 6.3195 0.1669 -0.7521
H 2.5594 3.0226 2.7541
H 5.2804 3.5779 2.3761
H 6.0304 1.7130 0.7310
O 6.9618 0.9770 -2.6555
Cl 6.3709 1.3104 -4.0286
O 5.1019 0.6464 -4.3798
O 7.3920 0.9194 -5.1571
O 0.7730 1.2289 -1.1338
Br 1.7724 6.4185 3.1148
C 0.8080 5.1501 2.0771
C 0.0206 4.3234 2.7797
C -0.3862 3.1452 2.1568
N -0.0237 2.7482 0.9552
C 0.5401 3.7548 0.0950
C 1.0070 4.9133 0.6788
H -0.4514 4.4266 3.7861
H -1.2133 2.5886 2.6233
H 0.7094 3.4308 -0.9820
H 1.5175 5.6548 0.0611
C -1.8851 -0.7327 -4.9967
C -1.9335 0.6746 -4.4470
C -2.1574 0.7335 -2.8909
C -1.5928 -0.5252 -2.1750
C -0.3713 -1.0591 -2.8914
C -0.7161 -1.5094 -4.3619
P -1.3386 -0.3369 -0.2751
C -2.6390 0.5678 0.7136
C -3.7735 -0.3456 1.2082
C -5.0453 0.3953 1.6486
C -4.6241 1.7451 2.2156
C -4.0054 2.6969 1.1453
C -3.2204 1.8682 0.1073
C -1.5135 -2.1433 0.3572
C -0.2113 -3.0259 0.2946
C -0.5560 -4.5388 0.2973
C -1.9052 -4.9820 0.9417
C -3.1069 -4.1886 0.4476
C -2.6065 -2.9971 -0.3800
H -1.6403 -0.8261 -6.0479
H -2.8535 -1.2203 -4.7110
H -2.7825 1.2507 -4.8893
H -1.0186 1.2461 -4.8215
H -3.2622 0.6356 -2.7367
H -1.8261 1.6602 -2.3732
H -2.4049 -1.2910 -2.1588
H 0.0268 -1.8673 -2.2621
H 0.3924 -0.3147 -2.9572
H -0.8054 -2.5889 -4.2396
H 0.2259 -1.3633 -4.9051
H -2.0401 0.8576 1.6587
H -3.3690 -0.9268 2.0639
H -4.0339 -1.1653 0.5587
H -5.6268 -0.2019 2.4057
H -5.6796 0.4618 0.7857
H -3.9422 1.6286 3.0276
H -5.5523 2.1955 2.6156
H -3.3942 3.4310 1.6371
H -4.8113 3.1848 0.5884
H -2.3638 2.4977 -0.2443
H -3.7588 1.6712 -0.7794
H -1.8481 -2.0529 1.4176
H 0.4374 -2.8781 1.1282
H 0.4067 -2.8082 -0.5764
H 0.3044 -4.8960 0.9041
H -0.4782 -4.9914 -0.7269
H -1.7762 -4.9404 2.0671
H -2.2188 -6.0131 0.7257
H -3.5912 -3.8212 1.4252
H -3.8032 -4.7952 -0.0964
H -3.4894 -2.4258 -0.6535
H -2.1942 -3.4283 -1.2758
N 1.9850 -0.5865 3.1785
C 1.8007 -0.8402 4.5015
C 0.5296 -0.3012 4.8381
C -0.0146 0.0611 3.6322
N 0.8562 -0.0936 2.5841
H 2.7917 -0.6768 2.5592
H 2.6216 -1.2351 5.0661
H 0.0587 -0.2214 5.8128
H -1.0184 0.5026 3.5523
```

Results
* frontier orbital gap (spin up / spin down): 6.362 / 4.770 eV
* relative energy (zero: lowest compared OMol25 entry of this formula, charge and spin): 2.408 eV
* net charge: +2
* HOMO level (spin up / spin down): -0.4780 / -0.4777 hartree
* 2S+1: 3

These are the Löwdin partial charges, in e, on atoms 1 to 8: 1.62, -0.28, -0.33, 0.00, -0.05, -0.07, -0.04, -0.08

# 3
The following is a DFT calculation (ωB97M-V/def2-TZVPD) of a structure of composition C35H49As3BMnN4P.

Structure (XYZ):
```
94
C35H49As3BMnN4P ωB97M-V/def2-TZVPD
Mn -0.6431 -0.8327 0.4928
C 3.1034 -2.0995 2.3160
As 1.8472 -0.6394 1.9960
C 1.4707 -0.1894 3.8475
C 3.1360 0.7828 1.5519
C 3.2582 1.1526 0.0616
C 2.1092 2.0950 -0.3180
C 3.2348 -0.0891 -0.8624
As 1.4552 -0.8168 -1.3435
C 1.3415 -0.3031 -3.2147
C 1.9702 -2.6811 -1.5846
C 4.5618 1.9422 -0.1776
As 6.4118 1.3227 0.1861
C 6.3239 -0.6364 0.2901
C 6.5185 1.6696 2.1168
H 3.9154 -1.7595 2.9602
H 3.5166 -2.4742 1.3798
H 2.5704 -2.9112 2.8102
H 2.3972 -0.0148 4.3955
H 0.9252 -1.0198 4.2954
H 0.8419 0.6998 3.8851
H 4.1000 0.4614 1.9455
H 2.8443 1.6701 2.1209
H 1.1285 1.6421 -0.1485
H 2.1649 2.3664 -1.3764
H 2.1594 3.0168 0.2662
H 3.7937 -0.9105 -0.4143
H 3.7248 0.1447 -1.8116
H 2.2184 -0.6633 -3.7536
H 1.2766 0.7807 -3.2998
H 0.4373 -0.7392 -3.6396
H 2.8707 -2.7553 -2.1947
H 1.1452 -3.2021 -2.0690
H 2.1494 -3.1460 -0.6146
H 4.5122 2.8793 0.3889
H 4.5819 2.2368 -1.2308
H 6.1473 -1.0643 -0.6951
H 5.5676 -0.9926 0.9879
H 7.3025 -0.9711 0.6355
H 6.1158 2.6595 2.3297
H 7.5690 1.6600 2.4054
H 5.9835 0.9330 2.7145
B -2.8960 -1.0892 2.9331
N -2.0751 0.2519 2.9583
C -2.1792 1.2680 3.8172
C -1.4825 2.3587 3.3206
C -0.9582 1.8954 2.1149
N -1.3250 0.6326 1.8985
N -1.9035 -2.2989 2.9398
C -2.0475 -3.4817 3.5426
C -1.0583 -4.3400 3.0924
C -0.3349 -3.5673 2.1866
N -0.8497 -2.3373 2.1054
H -3.5427 -1.1142 1.9178
H -3.5613 -1.1418 3.9368
H -2.7625 1.1504 4.7152
H -1.3769 3.3335 3.7625
H -0.3534 2.4150 1.3878
H -2.8439 -3.6326 4.2521
H -0.8891 -5.3619 3.3817
H 0.5326 -3.8294 1.5994
C -6.0917 1.2706 0.7429
C -5.0981 2.2387 0.8272
C -3.9112 2.0733 0.1341
C -3.7024 0.9470 -0.6607
C -4.6985 -0.0206 -0.7333
C -5.8891 0.1428 -0.0366
P -2.0810 0.7824 -1.4957
C -2.3030 1.9074 -2.9261
C -3.5143 2.0627 -3.5996
C -3.6064 2.9038 -4.6971
C -2.4906 3.6064 -5.1353
C -1.2824 3.4705 -4.4685
C -1.1962 2.6270 -3.3684
C -2.1304 -0.9125 -2.1582
C -2.4819 -1.3024 -3.4420
C -2.4458 -2.6548 -3.7597
C -2.0783 -3.5771 -2.7804
C -1.7177 -3.1493 -1.5070
C -1.6895 -1.7940 -1.1450
H -7.0158 1.3925 1.2934
H -5.2454 3.1160 1.4446
H -3.1317 2.8231 0.2199
H -4.5360 -0.9161 -1.3200
H -6.6540 -0.6211 -0.0955
H -4.3918 1.5278 -3.2550
H -4.5524 3.0156 -5.2119
H -2.5654 4.2660 -5.9906
H -0.4126 4.0244 -4.7981
H -0.2566 2.5323 -2.8339
H -2.7837 -0.5681 -4.1809
H -2.7082 -2.9919 -4.7549
H -2.0623 -4.6336 -3.0227
H -1.4276 -3.9043 -0.7784
```

Results
* frontier orbital gap (spin up / spin down): 7.594 / 8.486 eV
* relative energy (zero: lowest compared OMol25 entry of this formula, charge and spin): 0.561 eV
* HOMO level (spin up / spin down): -0.2584 / -0.2913 hartree
* 2S+1: 6

These are the Löwdin partial charges, in e, on atoms 1 to 8: 0.52, -0.30, 1.12, -0.28, -0.32, -0.67, -0.10, -0.34

- Which formula does entry 3 have?
  C35H49As3BMnN4P